11
Properties=species:S:1:pos:R:3:forces:R:3 method="wB97M-V/def2-TZVPD" multiplicity=1 total_energy_ha=-268.3687 lumo_energy_ev=0.727 smiles="CC(=O)CO" relative_energy_kcal_mol=22.90 homo_ha=-0.3577 homo_lumo_gap_ev=10.4601
C 1.159 0.121 0.892 -0.3 0.5 0.1
C -0.064 -0.582 0.369 -0.5 -1.5 1.0
O -0.605 -1.486 1.006 0.7 1.4 -1.1
C -0.590 -0.142 -0.987 -0.4 -0.5 -0.2
O -1.187 1.140 -0.919 -0.2 0.1 0.4
H 1.034 0.319 1.959 0.2 -0.2 -0.1
H 1.300 1.077 0.381 0.1 -0.1 0.0
H 2.036 -0.509 0.726 -0.1 0.0 0.1
H -1.329 -0.865 -1.349 0.2 -0.2 0.1
H 0.238 -0.118 -1.702 -0.1 0.3 0.0
H -1.991 1.045 -0.376 0.5 0.1 -0.4